1.
{"formula": "C36H37Br2IN6O4Ti", "method": "ωB97M-V/def2-TZVPD", "species": ["Ti", "Br", "C", "C", "C", "C", "C", "C", "C", "C", "C", "C", "H", "H", "H", "H", "H", "H", "C", "C", "N", "C", "N", "C", "C", "C", "N", "C", "H", "H", "H", "H", "H", "H", "H", "H", "H", "H", "H", "H", "H", "Br", "C", "C", "C", "C", "C", "C", "I", "H", "H", "H", "H", "N", "C", "N", "C", "C", "C", "C", "C", "H", "H", "H", "H", "H", "H", "H", "H", "H", "H", "O", "C", "O", "C", "C", "C", "C", "C", "C", "N", "O", "O", "H", "H", "H", "H"], "positions_angstrom": [[-0.78, -0.60, -0.21], [-2.63, 1.66, -0.38], [-4.12, 0.53, -0.74], [-5.29, 1.15, -1.07], [-6.45, 0.37, -1.30], [-6.39, -0.98, -1.17], [-5.17, -1.63, -0.83], [-5.13, -3.03, -0.68], [-3.96, -3.66, -0.37], [-2.77, -2.90, -0.24], [-2.73, -1.53, -0.36], [-3.98, -0.88, -0.64], [-5.34, 2.23, -1.14], [-7.37, 0.87, -1.56], [-7.27, -1.59, -1.33], [-6.05, -3.59, -0.81], [-3.93, -4.74, -0.25], [-1.85, -3.45, -0.05], [-2.85, -1.88, 5.11], [-3.48, -2.04, 3.75], [-2.65, -1.39, 2.75], [-1.74, -0.42, 2.97], [-1.07, 0.06, 1.95], [-0.24, 1.23, 2.25], [0.56, 0.98, 3.52], [-0.43, 0.83, 4.65], [-1.57, 0.01, 4.25], [-2.49, -0.41, 5.29], [-1.94, -2.48, 5.18], [-3.54, -2.20, 5.89], [-4.48, -1.59, 3.75], [-3.60, -3.09, 3.48], [-2.82, -1.60, 1.77], [-0.88, 2.11, 2.38], [0.40, 1.44, 1.40], [1.25, 1.80, 3.73], [1.14, 0.07, 3.39], [-0.80, 1.81, 4.97], [0.03, 0.36, 5.52], [-3.40, 0.20, 5.28], [-2.00, -0.24, 6.25], [2.33, 4.60, 1.66], [0.98, 4.89, 0.36], [0.16, 6.00, 0.52], [-0.86, 6.23, -0.38], [-1.07, 5.37, -1.44], [-0.24, 4.27, -1.60], [0.80, 4.03, -0.71], [1.95, 2.33, -1.03], [0.32, 6.66, 1.36], [-1.50, 7.10, -0.24], [-1.87, 5.54, -2.14], [-0.40, 3.58, -2.43], [1.26, -1.04, 0.68], [2.33, -0.75, 0.32], [3.52, -0.46, -0.10], [4.04, -1.06, -1.34], [5.50, -1.47, -1.12], [5.72, -1.86, 0.33], [5.57, -0.65, 1.25], [4.47, 0.29, 0.72], [3.94, -0.34, -2.15], [3.41, -1.91, -1.59], [6.17, -0.65, -1.40], [5.73, -2.30, -1.80], [6.71, -2.31, 0.47], [5.00, -2.63, 0.61], [6.50, -0.09, 1.30], [5.33, -0.97, 2.27], [4.89, 1.07, 0.08], [3.92, 0.81, 1.51], [0.01, -2.01, -1.54], [0.13, -1.04, -2.39], [-0.60, 0.02, -2.07], [1.04, -1.04, -3.46], [1.81, -2.20, -3.75], [2.80, -2.18, -4.68], [3.06, -0.98, -5.39], [2.27, 0.16, -5.18], [1.27, 0.13, -4.24], [4.14, -0.93, -6.31], [4.84, -1.94, -6.45], [4.32, 0.11, -6.94], [1.60, -3.11, -3.20], [3.40, -3.05, -4.91], [2.46, 1.05, -5.77], [0.66, 1.00, -4.07]], "mulliken_charge": [-0.146, -0.050, 0.733, -0.810, -0.616, -1.000, 0.906, -0.791, -1.131, 0.306, -0.576, 0.682, 0.437, 0.383, 0.381, 0.386, 0.427, 0.429, -0.676, -0.710, 0.103, 0.275, 0.273, -0.208, -0.635, -0.791, 0.275, -0.741, 0.300, 0.397, 0.321, 0.393, -0.092, 0.541, -0.606, 0.315, 0.331, 0.335, 0.490, 0.272, 0.379, -0.167, 0.194, -0.490, -0.573, -0.612, -0.422, 0.141, 0.226, 0.421, 0.372, 0.430, 0.423, -0.615, 0.329, 0.435, -0.258, -0.797, -0.686, -0.661, -0.692, -0.092, 0.343, 0.361, 0.448, 0.433, 0.276, 0.379, 0.315, 0.375, 0.341, -0.718, 1.078, -0.598, 0.212, -0.594, -0.413, -0.137, -0.560, -0.367, 0.951, -0.691, -0.692, 0.378, 0.469, 0.480, 0.536], "total_charge": 0, "s2": 2.03, "homo_ev": [-4.88, -8.15], "e_above_lowest_kcal_mol": 10.96, "spin_multiplicity": 3, "gap_ev": [4.9, 8.2]}

2.
{"formula": "C3H4N2O", "method": "ωB97M-V/def2-TZVPD", "species": ["O", "C", "N", "C", "C", "N", "H", "H", "H", "H"], "positions_angstrom": [[2.42, 0.50, 0.38], [1.29, 0.34, 0.04], [0.41, -1.17, -0.21], [-0.87, -0.75, -0.04], [-1.01, 0.59, -0.02], [0.27, 1.21, -0.19], [0.48, -2.20, -0.31], [-1.71, -1.42, 0.13], [-1.69, 1.07, 0.66], [0.40, 1.85, -0.97]], "mulliken_charge": [-0.443, 0.368, -0.310, -0.112, -0.490, -0.135, 0.230, 0.366, 0.255, 0.270], "total_charge": 0, "homo_ev": -8.08, "e_above_lowest_kcal_mol": 52.55, "gap_ev": 8.9}

3.
{"formula": "C51H48N5OP2S7Tb", "method": "ωB97M-V/def2-TZVPD", "species": ["Tb", "C", "N", "C", "C", "N", "C", "C", "C", "C", "C", "C", "C", "S", "C", "C", "C", "C", "C", "C", "S", "H", "H", "H", "H", "H", "H", "H", "H", "H", "H", "H", "H", "H", "H", "H", "H", "H", "H", "S", "P", "C", "P", "S", "C", "C", "C", "C", "C", "C", "C", "C", "C", "C", "C", "C", "C", "C", "C", "C", "C", "C", "C", "C", "C", "C", "C", "C", "H", "H", "H", "H", "H", "H", "H", "H", "H", "H", "H", "H", "H", "H", "H", "H", "H", "H", "H", "H", "C", "C", "N", "O", "H", "H", "H", "H", "H", "S", "C", "S", "C", "N", "N", "C", "C", "C", "C", "C", "C", "S", "H", "H", "H", "H", "H"], "positions_angstrom": [[-0.05, -0.27, 1.24], [-1.87, -5.84, -1.24], [-1.41, -5.11, -0.08], [-2.43, -4.92, 1.00], [-3.41, -3.83, 0.58], [-3.92, -2.86, 1.58], [-4.84, -1.87, 0.99], [-3.62, -2.87, 2.93], [-3.97, -4.07, 3.67], [-3.59, -4.23, 4.98], [-3.11, -3.10, 5.76], [-2.74, -2.00, 5.04], [-2.95, -1.81, 3.65], [-2.36, -0.36, 2.86], [-0.07, -5.06, 0.05], [0.77, -5.99, -0.72], [2.13, -6.01, -0.63], [2.82, -5.08, 0.17], [2.08, -4.20, 0.98], [0.64, -4.16, 0.95], [-0.13, -3.06, 1.91], [-1.23, -5.60, -2.09], [-1.87, -6.93, -1.13], [-2.90, -5.55, -1.49], [-2.99, -5.88, 1.04], [-1.91, -4.75, 1.99], [-2.94, -3.14, -0.22], [-4.20, -4.40, 0.13], [-5.84, -2.14, 1.26], [-4.66, -0.86, 1.40], [-4.74, -1.83, -0.15], [-4.44, -4.93, 3.12], [-3.66, -5.22, 5.47], [-2.90, -3.15, 6.83], [-2.44, -1.13, 5.63], [0.17, -6.69, -1.27], [2.67, -6.83, -1.15], [3.88, -4.97, -0.04], [2.51, -3.44, 1.59], [-0.32, 2.49, 3.29], [-0.59, 3.28, 1.45], [-0.59, 2.02, 0.31], [-1.48, 1.69, -1.09], [-1.43, -0.36, -1.11], [-3.14, 2.24, -1.35], [-3.54, 2.58, -2.67], [-4.82, 2.46, -3.08], [-5.82, 2.13, -2.17], [-5.50, 2.07, -0.84], [-4.14, 2.04, -0.44], [-0.36, 2.16, -2.49], [-0.64, 1.78, -3.77], [0.36, 1.92, -4.74], [1.55, 2.52, -4.39], [1.78, 3.04, -3.10], [0.80, 2.85, -2.16], [-2.00, 4.42, 1.19], [-2.30, 4.98, -0.04], [-3.44, 5.83, -0.10], [-4.23, 6.06, 0.98], [-3.97, 5.42, 2.22], [-2.85, 4.64, 2.32], [0.68, 4.49, 1.37], [0.53, 5.78, 1.93], [1.63, 6.62, 1.97], [2.89, 6.28, 1.47], [3.06, 4.97, 0.98], [1.99, 4.04, 1.02], [-2.80, 2.91, -3.41], [-5.13, 2.70, -4.12], [-6.86, 2.00, -2.45], [-6.28, 2.01, -0.04], [-3.91, 1.98, 0.66], [-1.60, 1.42, -4.09], [0.17, 1.59, -5.79], [2.37, 2.65, -5.13], [2.62, 3.69, -2.84], [0.88, 3.29, -1.20], [-1.76, 4.60, -0.90], [-3.67, 6.39, -1.02], [-5.12, 6.59, 0.86], [-4.59, 5.41, 3.09], [-2.55, 4.17, 3.31], [-0.48, 6.11, 2.33], [1.58, 7.49, 2.67], [3.75, 6.93, 1.60], [4.05, 4.55, 0.69], [2.24, 3.04, 0.63], [3.57, -0.71, 3.98], [2.69, 0.11, 3.10], [2.82, 1.44, 3.19], [1.89, -0.45, 2.27], [3.55, -0.37, 5.02], [4.56, -0.54, 3.59], [3.28, -1.73, 3.93], [3.58, 1.94, 3.66], [2.02, 2.06, 3.02], [6.18, 1.75, -2.09], [5.17, 0.43, -1.93], [3.75, 0.68, -0.92], [3.06, -0.89, -1.51], [3.87, -1.54, -2.30], [4.97, -0.78, -2.62], [5.98, -1.52, -3.38], [5.84, -2.91, -3.39], [6.60, -3.63, -4.34], [7.58, -2.94, -5.10], [7.74, -1.59, -4.93], [6.89, -0.85, -4.14], [1.56, -1.42, -0.86], [5.01, -3.38, -2.82], [6.48, -4.66, -4.49], [8.22, -3.42, -5.85], [8.56, -1.12, -5.46], [7.07, 0.23, -4.07]], "mulliken_charge": [0.082, -1.562, 0.728, -1.415, -0.367, 0.612, -1.133, -0.809, -0.151, -0.607, -0.557, -0.657, 0.630, -0.335, 0.290, -0.856, -0.716, -0.601, -0.529, 0.697, -0.546, 0.551, 0.359, 0.332, 0.235, 0.575, 0.323, 0.270, 0.372, 0.206, 0.327, 0.312, 0.287, 0.306, 0.337, 0.482, 0.240, 0.330, 0.424, -0.488, 1.334, -0.632, 1.642, -0.356, 0.829, -0.922, -0.866, -0.539, -0.770, -0.099, -0.096, -0.082, -0.818, -0.537, -0.563, -0.314, -0.094, 0.054, -0.705, -0.657, -0.561, -0.232, 0.311, -0.811, -0.488, -0.542, -0.970, -0.135, 0.713, 0.317, 0.364, 0.355, 0.415, 0.658, 0.288, 0.318, 0.446, 0.045, 0.601, 0.326, 0.420, 0.408, 0.223, 0.243, 0.256, 0.344, 0.433, 0.723, -1.523, 0.980, -0.097, 0.154, 0.379, 0.395, 0.305, 0.188, -0.281, -0.434, -0.008, 0.031, -0.270, -0.923, 0.710, 0.558, -0.532, -0.567, -0.427, -0.461, -0.526, 0.297, 0.536, 0.414, 0.313, 0.333, 0.205], "total_charge": -2, "s2": 12.61, "homo_ev": [-1.44, -1.45], "spin_multiplicity": 7, "gap_ev": [5.3, 5.3]}

We obtain molecular weight values of 952.3, 84.1, 1192.3 u for the records listed above, in that order.